# C31H34N5O2

The ion C31H34N5O2 with charge +1 in a non-equilibrium geometry (ωB97M-V with the def2-TZVPD basis set, the Open Molecules 2025 dataset).

As for the total charge: +1. For the total energy, the calculation gives -1625.7170 hartree. For the orbital gap, the calculation gives 5.6 eV. The LUMO energy comes out at -3.604 eV.

Element x y z (Å)
C 1.79 8.20 7.73
C 2.29 7.10 6.82
O 3.37 7.19 6.26
N 1.41 6.05 6.74
C 1.61 4.88 6.06
C 0.72 3.84 6.29
C 0.87 2.67 5.62
N 1.83 2.53 4.68
C 2.07 1.33 3.83
C 1.03 0.21 3.41
C 0.18 0.30 2.37
N -0.57 -0.74 1.83
C -1.37 -0.44 0.66
C -2.31 0.75 0.94
C -3.29 0.97 -0.16
C -3.05 1.43 -1.44
N -4.26 1.49 -2.13
C -5.28 1.05 -1.29
C -6.64 0.87 -1.53
C -7.42 0.39 -0.46
C -6.86 0.13 0.80
C -5.49 0.32 1.05
C -4.70 0.76 -0.02
C -2.12 -1.74 0.41
O -3.13 -1.93 -0.29
N -1.49 -2.70 1.14
C -1.96 -4.07 1.01
C -0.44 -2.20 2.06
C -0.77 -2.59 3.51
C 0.92 -2.78 1.63
C 3.25 0.66 4.59
C 4.50 1.32 4.66
C 5.48 0.82 5.53
C 5.25 -0.41 6.19
C 4.03 -1.12 6.04
C 3.00 -0.51 5.33
C 2.70 3.55 4.43
C 2.62 4.74 5.11
H 1.49 7.76 8.70
H 2.66 8.90 7.88
H 0.87 8.66 7.28
H 0.56 6.06 7.29
H -0.11 3.94 6.93
H 0.31 1.76 5.69
H 2.41 1.79 2.83
H 1.06 -0.81 3.89
H -0.03 1.25 1.88
H -0.72 -0.25 -0.23
H -2.85 0.53 1.88
H -1.70 1.66 1.07
H -2.10 1.67 -1.91
H -4.38 1.79 -3.09
H -7.05 1.13 -2.50
H -8.48 0.23 -0.62
H -7.51 -0.23 1.59
H -5.06 0.10 2.03
H -2.76 -4.05 0.26
H -1.16 -4.75 0.65
H -2.39 -4.44 1.95
H -1.80 -2.28 3.74
H -0.64 -3.67 3.64
H -0.11 -2.07 4.22
H 1.03 -2.77 0.54
H 1.76 -2.24 2.09
H 0.99 -3.83 1.94
H 4.81 2.14 4.03
H 6.46 1.33 5.53
H 6.06 -0.85 6.80
H 3.92 -2.17 6.34
H 2.03 -1.07 5.31
H 3.46 3.39 3.67
H 3.30 5.52 4.89

Löwdin population analysis, charges in e, atoms 1 to 6:
1. C 0.005
2. C -0.488
3. O 0.084
4. N 0.141
5. C -0.185
6. C 0.040